# 1
ORCA calculation (ωB97M-V/def2-TZVPD) on 2 unconnected molecules or ions with the total composition C4H12N2O in a non-equilibrium geometry.

The calculation puts the electronic energy at -9347.24751 eV. As for the spin multiplicity: 1. Its energy above the lowest of the compared OMol25 structures with the same formula, charge and spin is 5.907 eV. Its total charge is +2. Its highest occupied orbital energy is -17.47 eV.

Last column: natural (NBO) charge in e.
Element x y z (Å)
C -0.227 0.107 -0.161  -0.164
C -0.191 1.425 -0.862  -0.666
C 0.642 -0.058 1.101  -0.434
C -0.907 -0.009 1.285  -0.093
N 1.693 -2.541 -2.608  0.053
N -1.485 1.085 2.193  -0.675
O 1.087 -2.488 -1.553  0.056
H -1.012 1.545 -1.644  0.268
H 0.289 2.226 -0.296  0.245
H 0.541 1.105 -1.617  0.225
H -0.297 -0.859 -0.736  0.212
H 1.262 -0.959 1.178  0.250
H 1.191 0.938 1.232  0.240
H -1.356 -0.920 1.392  0.238
H 1.289 -2.913 -3.462  0.439
H 2.452 -1.804 -2.771  0.438
H -1.230 1.022 3.184  0.458
H -2.498 1.029 2.174  0.454
H -1.242 2.071 1.971  0.456


# 2
ORCA calculation (ωB97M-V/def2-TZVPD) on 2 unconnected molecules or ions with the total composition C24H21F4N2 in a non-equilibrium geometry.

The calculation puts the electronic energy at -39070.21195 eV. As for the spin multiplicity: 1. Its energy above the lowest of the compared OMol25 structures with the same formula, charge and spin is 3.157 eV. Its total charge is +1. Its highest occupied orbital energy is -11.02 eV.

Last column: natural (NBO) charge in e.
Element x y z (Å)
F 4.523 -1.632 3.177  -0.314
C 3.681 -0.624 3.594  0.421
C 4.260 0.476 4.223  -0.281
C 3.357 1.453 4.645  0.409
F 3.885 2.561 5.271  -0.312
C 1.991 1.384 4.456  -0.228
C 1.427 0.257 3.781  -0.101
C 0.010 0.193 3.517  0.014
C -0.599 -0.718 2.663  -0.331
C -2.020 -0.743 2.508  0.099
C -2.575 -2.009 2.059  -0.100
C -3.739 -2.551 2.662  -0.245
C -4.243 -3.768 2.217  0.419
F -5.435 -4.230 2.742  -0.313
C -3.651 -4.544 1.220  -0.292
C -2.437 -4.056 0.744  0.419
F -1.824 -4.757 -0.278  -0.314
C -1.872 -2.843 1.145  -0.256
C 2.324 -0.773 3.371  -0.245
H 5.330 0.574 4.347  0.271
H 1.336 2.174 4.814  0.242
H -0.610 0.936 4.034  0.220
H 0.030 -1.551 2.278  0.232
H -2.563 -0.254 3.354  0.232
H -4.256 -2.005 3.447  0.239
H -4.105 -5.454 0.833  0.273
H -0.907 -2.537 0.739  0.237
H 1.946 -1.671 2.890  0.233
C -5.520 4.488 -3.353  -0.411
C -5.449 5.558 -2.258  -0.410
C -4.927 4.838 -0.982  -0.195
N -4.551 3.502 -1.369  -0.488
C -4.058 2.529 -0.471  0.276
C -4.822 2.084 0.634  -0.256
C -4.304 1.103 1.480  0.058
N -3.052 0.628 1.352  -0.375
C -2.304 1.038 0.324  0.051
C -2.782 1.946 -0.621  -0.243
C -4.945 3.188 -2.723  -0.195
H -6.554 4.313 -3.668  0.222
H -4.922 4.766 -4.226  0.223
H -4.742 6.348 -2.534  0.220
H -6.428 6.006 -2.062  0.225
H -4.067 5.385 -0.556  0.192
H -5.700 4.826 -0.192  0.176
H -5.828 2.472 0.795  0.247
H -4.939 0.728 2.296  0.221
H -1.281 0.653 0.231  0.218
H -2.144 2.251 -1.450  0.245
H -5.717 2.389 -2.739  0.181
H -4.096 2.794 -3.311  0.189


# 3
ORCA calculation (ωB97M-V/def2-TZVPD) on 2 unconnected molecules or ions with the total composition CH3I3Si in a non-equilibrium geometry.

The calculation puts the electronic energy at -33265.28876 eV. As for the spin multiplicity: 1. Its energy above the lowest of the compared OMol25 structures with the same formula, charge and spin is 3.173 eV. Its total charge is 0. Its highest occupied orbital energy (alpha / beta) is -9.67 / -7.69 eV.

Last column: natural (NBO) charge in e.
Element x y z (Å)
C -0.113 -0.355 0.450  -1.160
Si -1.250 -1.830 0.771  0.797
I -0.521 -3.878 -0.366  -0.209
I 4.692 -1.572 0.272  0.000
I -3.614 -1.401 0.318  -0.199
H 0.718 -0.292 1.246  0.266
H 0.221 -0.351 -0.603  0.256
H -0.688 0.525 0.459  0.249


# 4
ORCA calculation (ωB97M-V/def2-TZVPD) on a molecular structure, C2H3OSr in a non-equilibrium geometry.

The calculation puts the electronic energy at -4991.79070 eV. As for the spin multiplicity: 1. Its energy above the lowest of the compared OMol25 structures with the same formula, charge and spin is 5.052 eV. Its total charge is +1. Its highest occupied orbital energy (alpha / beta) is -11.11 / -11.15 eV.

Last column: natural (NBO) charge in e.
Element x y z (Å)
O -0.629 0.575 0.228  -0.591
C -0.009 1.588 -0.410  -0.347
Sr 2.216 0.726 0.240  1.744
H -1.598 0.489 0.150  0.539
C 0.219 -0.759 -0.009  -0.737
H -0.030 -1.205 -0.980  0.202
H -0.168 -1.414 0.782  0.191


# 5
ORCA calculation (ωB97M-V/def2-TZVPD) on a molecular structure, C19H26BN7Ni in a non-equilibrium geometry.

The calculation puts the electronic energy at -72271.88810 eV. As for the spin multiplicity: 3. Its energy above the lowest of the compared OMol25 structures with the same formula, charge and spin is 1.406 eV. Its expectation value of S² is 2.026. Its total charge is 0. Its highest occupied orbital energy (alpha / beta) is -6.86 / -7.55 eV.

Last column: Mulliken spin population.
Element x y z (Å)
H 0.938 3.084 0.309  -0.002
N 0.524 1.577 -1.150  0.037
B 0.177 0.334 -3.360  -0.029
N 0.541 1.598 -2.548  0.008
C 0.886 2.805 -2.977  0.005
Ni 0.072 0.011 -0.156  1.502
H 0.946 2.948 -4.056  0.000
C 1.102 3.622 -1.879  -0.003
H 1.403 4.657 -1.905  0.001
C 0.867 2.835 -0.746  0.014
H 0.226 0.493 -4.555  0.000
C -0.563 -1.430 0.959  0.021
H -0.481 -1.363 2.041  -0.010
H 0.165 -2.179 0.612  0.010
H -1.542 -1.803 0.670  0.006
N -1.227 -0.035 -2.836  0.005
N 1.107 -0.781 -2.841  0.007
N -1.446 -0.200 -1.469  0.074
N 1.137 -1.086 -1.477  0.044
C -2.358 -0.230 -3.505  -0.003
C 1.992 -1.537 -3.488  0.000
H -2.306 -0.133 -4.589  0.000
H 2.068 -1.393 -4.562  0.000
C -3.358 -0.537 -2.601  0.005
C 2.635 -2.363 -2.570  0.004
C -2.764 -0.511 -1.329  -0.006
C 2.087 -2.043 -1.313  -0.001
H -4.385 -0.769 -2.832  0.001
H 3.406 -3.084 -2.760  0.000
H -3.207 -0.719 -0.359  0.000
H 2.336 -2.434 -0.335  -0.001
H -0.754 0.076 1.101  -0.046
C -2.419 0.361 3.085  0.003
N -1.140 0.377 3.692  0.007
C -0.891 -0.505 4.782  -0.001
C -0.192 1.351 3.304  0.008
C 1.109 0.744 2.867  -0.086
C 2.112 0.526 3.855  0.021
C 3.375 0.066 3.463  -0.015
C 3.604 -0.144 2.106  0.027
C 2.570 0.087 1.159  -0.006
C 1.287 0.414 1.526  0.376
H -3.110 0.206 3.907  0.000
H -2.522 -0.451 2.335  -0.004
H -2.624 1.316 2.593  -0.001
H -0.498 -1.490 4.469  0.001
H -0.203 -0.041 5.493  0.000
H -1.881 -0.606 5.224  0.000
H -0.626 1.950 2.494  -0.001
H -0.014 2.054 4.142  0.001
H 1.856 0.662 4.920  0.002
H 4.138 -0.136 4.226  0.000
H 4.569 -0.478 1.740  0.001
H 2.763 -0.074 0.094  0.021


The highest total charge belongs to which entry? C4H12N2O